Entry from the Open Molecules 2025 dataset: a 2-piece molecular cluster, C6H13IN2O4PS overall (the ωB97M-V functional and the def2-TZVPD basis).

Its charge is +1. The HOMO-LUMO gap is 8.9851 eV. Its lowest unoccupied orbital energy is -3.7 eV. The value obtained for the HOMO energy is -0.46458 Eh. Its total energy is -45821.7295 eV. Its spin multiplicity is 1.

```
28
Properties=species:S:1:pos:R:3:forces:R:3:nbo_charge:R:1
O -0.20774 -0.70226 5.34250 0.04 -0.18 -0.03 -0.98
P -0.58936 0.56561 4.39618 0.01 0.28 -0.06 0.99
I -2.41971 -0.36976 3.10516 0.01 0.00 0.01 -0.05
C 0.72738 0.30624 3.11268 0.03 -0.42 -0.17 -0.22
C 1.27438 -0.84929 2.63660 -0.17 0.07 0.32 -0.05
N 2.22481 -0.49668 1.71213 0.09 -0.23 -0.16 -0.45
C 2.26779 0.82235 1.59466 0.23 0.23 -0.25 0.25
N 1.37956 1.32039 2.43619 -0.31 0.23 0.27 -0.45
H 0.74030 -0.82104 5.48398 -0.06 0.01 0.17 0.51
H 1.04319 -1.87089 2.89647 0.07 0.07 -0.12 0.27
H 2.79131 -1.14050 1.17829 0.03 0.03 0.00 0.46
H 2.90979 1.38865 0.93557 -0.07 -0.09 0.08 0.26
H 1.18774 2.30398 2.57639 0.08 0.01 -0.11 0.46
O -1.78471 1.77988 -2.23653 -0.07 0.07 0.04 -0.94
S -1.63166 0.62525 -3.06889 0.13 -0.03 0.00 2.38
O -2.61230 -0.41072 -3.02483 -0.07 0.01 0.00 -0.92
O -0.19147 -0.00629 -2.74840 -0.07 -0.08 -0.14 -0.72
C 0.07528 -0.27413 -1.36673 0.14 0.02 0.38 -0.08
C -0.61566 -1.51939 -0.84515 -0.08 -0.02 -0.13 -0.64
C -1.32405 1.09001 -4.73129 0.03 0.03 -0.04 -0.89
H -0.19569 0.60949 -0.77995 -0.04 -0.02 -0.03 0.19
H 1.15982 -0.38948 -1.32206 0.01 0.00 -0.10 0.17
H -1.69750 -1.40738 -0.84851 -0.01 0.03 0.00 0.25
H -0.30280 -1.71437 0.18313 0.04 0.01 0.02 0.19
H -0.36750 -2.38288 -1.46167 0.03 -0.01 0.03 0.23
H -0.55528 1.85693 -4.74937 0.00 0.00 0.01 0.26
H -2.26405 1.47843 -5.11754 -0.01 0.00 0.01 0.27
H -1.02188 0.20785 -5.28901 -0.02 -0.01 0.01 0.26
```
Positions in Å, forces in eV/Å.


Entry from the Open Molecules 2025 dataset: a 2-piece molecular cluster, C4H3NO2 overall in a non-equilibrium geometry (the ωB97M-V functional and the def2-TZVPD basis).

The HOMO-LUMO gap is 10.1362 eV. Its lowest unoccupied orbital energy is 0.7 eV. The value obtained for the HOMO energy is -0.34801 Eh. Its total energy is -9780.1865 eV. Its spin multiplicity is 1. As for the energy above the lowest of the compared OMol25 structures with the same formula, charge and spin: 1.5001 eV.

```
10
Properties=species:S:1:pos:R:3:forces:R:3:nbo_charge:R:1
C -0.54163 0.53769 0.27235 -3.15 0.21 -0.70 -0.02
C 2.35989 -0.33447 -0.65058 0.39 -0.05 -1.41 0.50
C 0.39211 -1.50631 1.04259 -1.15 0.98 1.29 0.87
C -1.64515 1.05164 -0.29562 1.95 0.16 -0.02 -0.41
N -0.41409 -0.60713 1.01309 -0.33 -0.69 -0.50 -0.56
O 2.60964 -0.40766 -1.75421 -0.24 0.08 1.27 -0.48
O 1.01970 -2.40745 1.38167 1.16 -1.43 -0.27 -0.49
H 0.29829 1.10009 0.20372 2.62 1.63 -0.11 0.18
H -1.49935 1.99216 -0.83023 -0.18 -0.26 0.23 0.20
H -2.57941 0.58143 -0.38277 -1.06 -0.62 0.22 0.20
```
Positions in Å, forces in eV/Å.


Entry from the Open Molecules 2025 dataset: C31H37AuGeN7S2 as an isolated structure in a non-equilibrium geometry (the ωB97M-V functional and the def2-TZVPD basis).

Its charge is +3. The HOMO-LUMO gap (alpha / beta) is 5.7194 / 5.7201 eV. Its lowest unoccupied orbital energy (alpha / beta) is -11.0 / -11.0 eV. The value obtained for the HOMO energy (alpha / beta) is -0.61428 / -0.61429 Eh. Its total energy is -125031.0720 eV. Its spin multiplicity is 1. As for the energy above the lowest of the compared OMol25 structures with the same formula, charge and spin: 0.5924 eV.

```
79
Properties=species:S:1:pos:R:3:forces:R:3:mulliken_charge:R:1
Au 0.04174 -1.39056 -0.75121 -0.90 -0.21 0.46 1.23
S 4.60991 -2.19275 5.32302 -0.01 0.02 0.02 0.27
N 3.17710 -2.84657 5.01222 -0.07 -0.11 0.11 -0.63
C 2.80145 -2.40984 3.82315 0.07 0.12 -0.22 0.92
C 1.57782 -2.76266 3.13121 0.09 -0.08 0.20 0.20
C 0.63598 -3.66703 3.63771 0.05 0.05 0.01 -0.69
C -0.49452 -3.93755 2.89977 0.01 0.01 0.02 -0.90
C -0.67507 -3.28636 1.68235 0.14 0.06 0.08 -0.18
N 0.22286 -2.43113 1.19377 -0.42 -0.39 -0.14 -0.74
C 1.34636 -2.18467 1.88761 0.08 0.10 -0.07 -0.05
C 2.32131 -1.29698 1.26869 0.03 0.06 -0.07 -0.05
N 2.04771 -0.79708 0.03951 -0.60 -0.09 -0.55 0.04
C 2.94251 -0.03711 -0.59076 -0.09 0.01 -0.05 -0.34
C 4.16865 0.28410 -0.02335 0.00 0.01 -0.02 -1.09
C 4.45640 -0.18352 1.23991 0.01 -0.03 0.12 -0.63
C 3.52144 -0.98368 1.90723 0.14 0.04 0.05 0.59
C 3.74617 -1.53721 3.22838 -0.22 -0.17 -0.05 0.83
N 4.81253 -1.33404 3.98244 0.16 0.09 -0.05 -0.63
H 0.82772 -4.13517 4.59553 -0.06 -0.02 -0.01 0.59
H -1.23935 -4.64152 3.24393 0.01 0.02 0.01 0.50
H -1.56502 -3.45176 1.09223 0.00 -0.03 -0.01 0.46
H 2.67447 0.32263 -1.57634 0.01 0.01 0.02 0.45
H 4.87224 0.88949 -0.57776 -0.01 0.00 0.01 0.52
H 5.39361 0.04155 1.73483 0.00 0.03 -0.05 0.60
C -0.01303 -0.74815 -2.76544 0.20 0.54 -0.35 -0.76
C 0.09978 -1.99928 -3.47252 0.25 -0.51 0.01 0.23
C -1.01561 -2.66235 -4.03206 0.04 0.19 0.02 -0.09
C -0.85420 -3.80880 -4.76609 0.09 -0.10 -0.08 -1.02
C 0.43071 -4.35032 -4.93680 -0.01 0.05 -0.03 0.64
C 1.55066 -3.72483 -4.38028 -0.01 -0.13 0.02 -1.01
C 1.38411 -2.56909 -3.65520 -0.12 0.14 0.14 -0.10
C 0.59615 -5.55479 -5.69650 0.01 -0.06 0.02 -0.22
N 0.73210 -6.53236 -6.28535 -0.02 0.09 0.04 -0.31
H -0.92979 -0.18780 -2.91103 0.00 -0.02 0.03 0.48
H 0.86503 -0.10808 -2.86912 -0.03 -0.01 0.22 0.67
H -2.00644 -2.24526 -3.91458 0.00 -0.02 0.03 0.26
H -1.70107 -4.29933 -5.22620 0.00 0.00 0.02 0.52
H 2.53354 -4.15130 -4.52626 -0.01 0.00 -0.02 0.50
H 2.25248 -2.07494 -3.23260 0.00 0.03 -0.06 0.44
S -2.46037 -1.99001 -0.98802 1.01 0.02 0.09 -0.23
C -3.56101 -0.64976 -1.15268 0.34 0.37 0.04 -0.06
N -4.44915 -0.33594 -0.23437 -0.27 -0.08 -0.02 -0.06
C -5.31461 0.78534 -0.64655 -0.05 0.02 -0.03 -0.47
C -4.77606 1.11433 -2.05620 0.05 -0.01 0.03 -0.47
N -3.63181 0.18270 -2.18140 -0.19 0.09 -0.10 0.16
H -4.61838 -0.89262 0.58950 0.14 0.00 0.03 0.23
H -5.20442 1.61617 0.04722 0.07 -0.01 0.02 0.27
H -6.35965 0.48525 -0.65297 0.01 -0.07 -0.02 0.37
H -4.43133 2.14060 -2.15006 -0.02 0.03 0.04 0.30
H -5.51107 0.92238 -2.83493 0.03 -0.06 -0.03 0.36
H -3.19730 0.00172 -3.07063 0.05 -0.11 0.04 0.22
C 0.58415 5.58188 -0.83154 0.03 -0.13 -0.10 -1.15
C -0.57702 4.78996 -1.42577 -0.05 0.16 0.15 -0.72
C -0.99669 3.58403 -0.57235 0.09 -0.01 -0.26 -0.47
C 0.09443 2.49954 -0.58764 0.34 -0.32 0.01 -0.68
Ge -0.62820 1.00293 0.41815 -0.66 0.84 0.38 0.57
C -0.41147 0.67144 2.31631 0.28 -0.44 -0.01 -0.02
C -0.90813 1.89143 3.11503 0.08 0.22 -0.17 -0.94
C 0.06218 3.07571 3.10949 0.10 -0.22 0.03 0.26
C 1.41501 2.76208 3.74547 -0.09 0.05 -0.03 -1.34
H 0.70513 6.52749 -1.35637 0.00 0.02 0.03 0.41
H 1.53405 5.05054 -0.92273 -0.01 -0.01 0.05 0.27
H 0.41019 5.79951 0.22447 0.00 0.05 -0.03 0.27
H -0.33843 4.45610 -2.43918 0.00 -0.02 0.01 0.32
H -1.44953 5.43958 -1.51466 0.00 0.01 0.01 0.39
H -1.93014 3.17721 -0.97388 -0.01 -0.03 0.05 0.10
H -1.19098 3.92218 0.44941 -0.06 -0.03 0.00 0.34
H 1.01049 2.83307 -0.09841 0.04 0.00 -0.06 0.60
H 0.33876 2.21207 -1.61273 -0.02 0.04 -0.02 0.66
H -2.12988 0.94425 0.08713 0.08 -0.18 -0.07 -0.50
H 0.62535 0.44049 2.55716 -0.01 0.04 0.06 0.01
H -1.01240 -0.21237 2.54010 0.01 0.00 0.00 0.40
H -1.05605 1.55035 4.14281 -0.05 -0.01 -0.01 0.47
H -1.88969 2.21680 2.75368 -0.03 -0.04 0.05 0.41
H -0.40466 3.89627 3.65416 -0.02 0.04 -0.06 0.47
H 0.21833 3.42097 2.08120 -0.02 0.12 0.05 -0.29
H 1.28597 2.36233 4.75317 0.03 0.00 -0.02 0.34
H 2.01227 3.66917 3.82460 0.04 -0.03 0.00 0.45
H 1.99369 2.04092 3.15997 0.01 0.01 0.02 0.22
```
Positions in Å, forces in eV/Å.


Entry from the Open Molecules 2025 dataset: a 2-piece molecular cluster, C6H15NO overall in a non-equilibrium geometry (the ωB97M-V functional and the def2-TZVPD basis).

The HOMO-LUMO gap is 9.2050 eV. Its lowest unoccupied orbital energy is 0.8 eV. The value obtained for the HOMO energy is -0.30960 Eh. Its total energy is -10002.0993 eV. Its spin multiplicity is 1. Its SMILES is CCN1CCCC1.O. As for the energy above the lowest of the compared OMol25 structures with the same formula, charge and spin: 1.6579 eV.

```
23
Properties=species:S:1:pos:R:3:forces:R:3:nbo_charge:R:1
C -2.01719 -0.76801 1.00929 -1.05 0.60 -0.11 -0.62
C -1.31404 -0.55322 -0.31181 1.36 -1.95 -0.35 -0.21
N -0.76894 0.76965 -0.55325 -0.36 -0.08 0.17 -0.44
C -0.04593 0.87447 -1.84329 -0.19 0.97 0.99 -0.22
C 1.43456 0.68754 -1.53160 0.05 0.12 0.83 -0.43
C 1.60159 1.14064 -0.05086 -0.23 0.49 -1.03 -0.42
C 0.13897 1.27112 0.48423 1.09 -0.98 -0.19 -0.23
H -2.42292 -1.76408 1.19340 0.41 -0.24 -0.47 0.22
H -2.91035 -0.13377 1.05912 0.32 0.27 0.31 0.22
H -1.33357 -0.54775 1.82161 -0.20 0.19 0.31 0.19
H -0.51593 -1.34467 -0.32811 0.14 0.39 0.06 0.14
H -1.88558 -0.88887 -1.18085 -0.51 0.52 0.17 0.20
H -0.20770 1.90978 -2.15451 0.01 -0.08 -0.43 0.19
H -0.45394 0.19295 -2.58093 -0.06 -0.05 -0.07 0.21
H 2.08316 1.33136 -2.11642 0.06 -0.43 -0.58 0.22
H 1.69623 -0.36847 -1.58462 0.25 0.07 -0.36 0.20
H 2.06131 2.13057 0.00000 0.09 -0.08 -0.09 0.20
H 2.31900 0.45687 0.39976 -0.45 -0.09 0.65 0.20
H -0.04301 2.31326 0.70671 -0.27 0.22 0.09 0.20
H 0.08439 0.69024 1.39925 -0.44 0.14 0.15 0.19
O 0.78506 -2.84640 2.19629 -0.63 0.14 0.01 -0.92
H 0.13139 -2.16567 1.99761 -0.32 -0.24 0.07 0.46
H 1.58342 -2.38756 1.96898 0.94 0.10 -0.11 0.46
```
Positions in Å, forces in eV/Å.


Entry from the Open Molecules 2025 dataset: C36H38AlCl6FN3OSi as an isolated structure in a non-equilibrium geometry (the ωB97M-V functional and the def2-TZVPD basis).

Its charge is +1. The HOMO-LUMO gap is 6.2614 eV. Its lowest unoccupied orbital energy is -3.9 eV. The value obtained for the HOMO energy is -0.37236 Eh. Its total energy is -136791.6084 eV. Its spin multiplicity is 1.

```
87
Properties=species:S:1:pos:R:3:forces:R:3:mulliken_charge:R:1
Al -0.62836 1.32721 -0.73970 -0.56 1.41 0.51 1.05
Cl -1.14082 1.32801 -3.17733 0.82 -0.33 -1.28 -0.28
C -2.60371 1.90020 -2.50671 -1.18 0.45 0.80 0.83
C -2.53873 1.99552 -1.12435 0.05 -0.17 -0.30 -0.93
C -3.67709 2.49261 -0.50111 0.31 -0.11 -0.44 0.87
Cl -3.65075 2.76920 1.19632 0.06 0.02 0.35 -0.13
C -4.83107 2.79631 -1.22483 -0.05 0.02 0.08 -0.05
Cl -6.24878 3.29945 -0.39773 -0.05 0.07 -0.08 -0.18
C -4.83754 2.68430 -2.61678 0.07 -0.14 -0.14 0.59
Cl -6.24545 3.07741 -3.51440 0.02 0.01 0.01 -0.18
C -3.69316 2.23811 -3.28518 -0.19 0.13 -0.02 -0.29
Cl -3.62925 2.12815 -4.99955 -0.04 -0.03 0.04 -0.19
C -0.87043 -2.54122 -2.56908 -0.01 0.09 0.33 -1.63
C -1.85149 -2.66656 -1.40256 0.22 0.01 0.28 2.58
C -2.10930 -4.15014 -1.13852 0.16 0.16 0.18 -1.80
C -3.17061 -2.02096 -1.83870 0.13 0.14 0.26 -1.90
Si -1.28891 -1.78327 0.22565 -0.29 -0.06 -0.21 -0.92
O -0.83234 -0.25984 -0.14155 0.03 -0.17 0.15 0.37
C -2.80375 -1.78176 1.33860 0.53 -0.04 -0.19 0.25
C -3.66998 -0.69530 1.30198 0.20 0.03 -0.12 0.66
C -4.83386 -0.67862 2.04512 -0.14 0.05 0.05 -0.42
C -5.15814 -1.77017 2.83292 -0.05 -0.04 -0.03 -0.67
C -4.31827 -2.87207 2.86369 -0.08 -0.16 0.13 -0.86
C -3.14768 -2.87543 2.12733 0.08 -0.02 -0.04 -0.41
C 0.17770 -2.54743 1.17117 -0.66 0.01 -0.29 0.56
C 0.19692 -2.36721 2.55283 -0.15 0.01 0.02 -0.68
C 1.16776 -2.94824 3.34888 0.08 0.05 0.11 -0.57
C 2.15969 -3.72212 2.77001 -0.03 -0.06 0.08 -0.72
C 2.17205 -3.89581 1.39684 0.24 -0.02 -0.11 -0.77
C 1.19395 -3.31044 0.60917 -0.02 -0.03 -0.14 -0.11
H -1.29468 -3.02316 -3.44862 0.03 -0.07 -0.18 0.62
H 0.08089 -3.02369 -2.34697 0.21 -0.10 -0.03 0.22
H -0.69855 -1.49645 -2.82139 0.03 0.16 -0.15 0.20
H -2.57388 -4.61472 -2.00927 -0.02 -0.08 -0.08 0.50
H -2.77598 -4.28115 -0.28891 -0.12 -0.10 0.06 0.39
H -1.17864 -4.67057 -0.91876 0.08 -0.19 0.02 0.35
H -3.49647 -2.43638 -2.79137 -0.05 -0.09 -0.13 0.56
H -3.05926 -0.94402 -1.96195 -0.07 0.19 -0.05 0.28
H -3.94824 -2.19567 -1.09923 -0.13 0.01 0.00 0.40
H -3.41657 0.13778 0.66725 -0.03 0.18 -0.03 -0.34
H -5.48756 0.17977 2.00644 -0.07 0.10 0.00 0.51
H -6.07094 -1.77013 3.40934 -0.07 0.00 0.07 0.39
H -4.57866 -3.73320 3.46163 -0.02 -0.05 0.07 0.43
H -2.49404 -3.73750 2.15675 0.03 -0.12 0.10 0.48
H -0.58599 -1.77703 3.00474 -0.12 0.05 0.19 0.50
H 1.14507 -2.80726 4.41995 -0.02 -0.01 0.08 0.46
H 2.89090 -4.21768 3.39102 0.12 0.00 0.02 0.43
H 2.93573 -4.51048 0.94214 0.07 -0.09 -0.04 0.47
H 1.19668 -3.48861 -0.45844 0.03 -0.10 -0.13 0.47
N 4.41316 -1.25756 -2.62390 0.20 0.03 -0.15 -0.08
C 3.01768 -1.14899 -2.09488 -0.81 0.28 0.26 -0.53
C 2.30510 0.14855 -2.52577 0.24 0.02 -0.06 -1.25
N 1.17901 0.34067 -1.64170 -0.29 -0.34 0.14 0.14
H 4.83448 -2.15788 -2.35886 -0.02 0.30 -0.15 0.39
H 4.98977 -0.49759 -2.23841 -0.05 -0.22 -0.13 0.36
H 4.41626 -1.17404 -3.64934 0.14 -0.09 0.27 0.37
H 3.05933 -1.16868 -1.00204 0.20 -0.09 -0.13 0.23
H 2.44193 -2.01177 -2.43709 0.22 -0.03 0.02 0.34
H 1.94820 0.07611 -3.55729 0.16 0.02 -0.01 0.58
H 2.98729 0.99954 -2.45251 -0.01 0.02 -0.06 0.61
H 1.50429 0.45204 -0.66635 0.40 -0.32 0.11 0.36
H 0.61258 -0.50550 -1.65485 0.07 -0.01 0.06 -0.10
Cl 5.75363 2.92329 0.61979 0.11 0.03 0.00 -0.18
C 4.49619 1.91582 1.22724 -0.21 -0.23 0.09 -0.12
C 4.57754 1.32513 2.48290 -0.13 0.09 -0.11 -0.29
C 3.53136 0.51809 2.90199 0.06 0.07 -0.20 -0.92
C 2.48196 0.27854 2.02719 0.00 -0.19 0.23 -0.42
N 2.42678 0.81927 0.81930 -0.15 0.02 0.00 0.00
C 3.38341 1.65288 0.44170 0.43 0.05 0.04 -0.78
H 5.43391 1.49766 3.11418 0.11 0.09 0.07 0.54
H 3.54317 0.06153 3.87838 0.00 -0.06 0.09 0.52
H 1.66547 -0.38326 2.27690 0.00 -0.04 0.13 0.35
H 3.24557 2.13334 -0.51440 0.17 0.15 -0.15 0.52
F 4.38136 6.04654 1.78960 -0.12 -0.06 -0.03 -0.38
C 3.32949 5.33533 1.32546 0.02 -0.03 0.01 0.33
C 2.50471 4.68360 2.22408 0.27 0.18 -0.07 -0.89
C 1.43745 3.95169 1.73765 -0.01 -0.09 -0.20 -0.18
C 1.18861 3.85791 0.36828 0.13 -0.03 -0.07 -0.06
C -0.00831 3.15762 -0.15553 -0.45 -0.53 -0.03 -1.85
C 2.03819 4.54061 -0.50273 -0.10 -0.16 0.14 -0.26
C 3.10763 5.27912 -0.03661 0.22 0.13 0.20 -0.70
H 2.69452 4.78445 3.28088 0.02 -0.03 0.14 0.50
H 0.77200 3.45665 2.43052 -0.08 -0.05 0.08 0.50
H -0.34245 3.69377 -1.05436 -0.13 -0.01 0.02 0.44
H -0.81906 3.30086 0.57249 -0.05 0.04 -0.11 0.58
H 1.83602 4.50786 -1.56421 -0.02 0.03 -0.14 0.52
H 3.75330 5.82709 -0.70445 0.10 0.05 -0.07 0.46
```
Positions in Å, forces in eV/Å.


Entry from the Open Molecules 2025 dataset: LiNO7S as an isolated structure in a non-equilibrium geometry (the ωB97M-V functional and the def2-TZVPD basis).

Its charge is -2. The HOMO-LUMO gap is 3.1349 eV. Its lowest unoccupied orbital energy is 2.6 eV. The value obtained for the HOMO energy is -0.02022 Eh. Its total energy is -26856.8084 eV. Its spin multiplicity is 1.

```
10
Properties=species:S:1:pos:R:3:forces:R:3:nbo_charge:R:1
Li 0.04659 -0.34846 -0.69917 0.93 -0.45 0.08 0.82
N -5.22295 2.91984 1.57743 0.08 3.30 -1.68 0.71
O -5.60840 4.01234 2.09552 -1.16 -0.92 0.67 -0.60
O -5.91423 2.19631 0.89199 -3.34 -1.54 -0.19 -0.55
O -4.04015 2.74773 1.47746 4.47 -0.88 1.15 -0.56
S 4.16841 -2.28506 -1.11414 6.23 -0.75 -3.70 2.63
O 3.16492 -2.04937 -0.23251 -9.22 4.60 8.97 -1.13
O 3.38297 -2.65842 -2.26387 0.24 -0.86 -4.45 -1.12
O 5.14416 -1.18558 -1.28077 -0.55 0.74 -0.98 -1.11
O 4.87867 -3.34932 -0.45196 2.32 -3.25 0.12 -1.10
```
Positions in Å, forces in eV/Å.


Number 3 is which compound? C31H37AuGeN7S2